1.
C46H54N6O2PRu as an isolated structure in a non-equilibrium geometry, computed with the ωB97M-V functional and the def2-TZVPD basis.

multiplicity: 5
orbital gap (alpha / beta): 6.3 / 6.4 eV
total charge: +3
energy relative to the best compared isomer or geometry (same formula, charge and spin): 120.7 kcal per mole

XYZ file:
```
110
C46H54N6O2PRu, DFT the ωB97M-V functional and the def2-TZVPD basis
Ru 0.1435 0.6763 0.0506
C -3.6540 6.0264 1.4626
C -2.3889 6.4258 1.0583
C -1.4089 5.4857 0.7890
C -1.7066 4.1333 0.9367
C -2.9702 3.7315 1.3674
C -3.9442 4.6784 1.6234
P -0.4030 2.8793 0.8265
C 0.9719 3.4860 -0.1885
C 2.2414 2.9736 0.1278
C 3.3031 3.1766 -0.7328
C 3.1150 3.8847 -1.9103
C 1.8588 4.3876 -2.2272
C 0.7780 4.1686 -1.3904
C 0.1942 2.8353 2.5578
C 0.3357 3.9046 3.4069
C 0.8494 3.6856 4.7043
C 1.2882 2.4553 5.1067
C 1.2272 1.3207 4.2384
C 1.8309 0.1240 4.5617
C 1.7905 -1.0760 3.6934
C 1.0364 -0.7443 2.4011
C 0.3224 0.4745 2.0809
C 0.5475 1.5258 2.9680
H -4.4119 6.7678 1.6590
H -2.1566 7.4761 0.9739
H -0.4142 5.7931 0.4973
H -3.1629 2.6795 1.5508
H -4.9160 4.3719 1.9825
H 2.3966 2.4925 1.0882
H 4.2724 2.7713 -0.4907
H 3.9413 4.0466 -2.5855
H 1.7192 4.9366 -3.1444
H -0.2034 4.5305 -1.6694
H 0.0570 4.9047 3.1087
H 0.9159 4.5206 5.3836
H 1.7016 2.3278 6.0958
H 2.3317 0.0396 5.5151
H 1.4355 -1.9483 4.2512
H 0.6538 -1.6516 1.9288
C 0.6874 -4.1316 -5.5773
C 1.4475 -4.3131 -4.2618
C 2.9519 -4.2620 -4.5512
C 1.0965 -5.6797 -3.6419
C 1.0475 -3.2920 -3.2224
C -0.2072 -2.6803 -3.1904
C -0.5355 -1.8110 -2.1648
N 0.2845 -1.4800 -1.1731
C 1.4891 -2.0897 -1.1756
C 1.8909 -2.9799 -2.1556
C 2.2721 -1.7822 0.0191
C 2.8090 -2.8394 0.8373
C 3.1998 -2.7103 2.1316
C 3.0615 -1.3566 2.7841
C 2.4429 -0.3626 1.7770
N 2.2456 -0.5433 0.3983
C 3.8382 -3.8569 2.8831
C 3.9356 -5.1350 2.0419
C 5.2669 -3.4290 3.2783
C 3.0247 -4.1735 4.1488
H 1.0596 -4.8447 -6.3090
H 0.8348 -3.1294 -5.9732
H -0.3776 -4.3133 -5.4623
H 3.1672 -4.8894 -5.4112
H 3.5434 -4.6393 -3.7217
H 3.2757 -3.2500 -4.7808
H 1.3989 -6.4796 -4.3128
H 0.0258 -5.7600 -3.4702
H 1.6113 -5.8139 -2.6929
H -0.9448 -2.8762 -3.9510
H -1.5240 -1.3755 -2.1441
H 2.8746 -3.4157 -2.0919
H 2.8759 -3.7960 0.3484
H 3.9977 -1.0342 3.2433
H 2.7452 0.6583 2.0113
H 4.5256 -4.9828 1.1416
H 2.9520 -5.5138 1.7719
H 4.4324 -5.9061 2.6241
H 5.8214 -3.0771 2.4108
H 5.7950 -4.2866 3.6868
H 5.2606 -2.6496 4.0358
H 1.9860 -4.3791 3.8933
H 3.0705 -3.3635 4.8716
H 3.4368 -5.0636 4.6166
N -2.3290 0.5504 -0.6028
C -2.4580 1.0233 -1.9746
C -3.0477 2.4278 -2.0762
C -4.5100 2.5683 -1.6378
C -5.5039 1.6596 -2.3779
N -5.7159 0.3593 -1.7453
C -6.4092 0.1532 -0.6258
N -6.6477 -1.0949 -0.2221
N -6.7700 1.1663 0.1603
C -1.0208 1.1442 -2.6891
O -1.0266 1.1304 -3.8933
O -0.0413 1.2912 -1.9082
H -2.5759 -0.4264 -0.4838
H -2.8589 1.1200 0.0494
H -3.0391 0.3244 -2.5879
H -2.9480 2.7472 -3.1150
H -2.4379 3.1062 -1.4679
H -4.7947 3.6042 -1.8287
H -4.5783 2.4028 -0.5631
H -5.1396 1.4701 -3.3873
H -6.4677 2.1681 -2.4688
H -5.5548 -0.4501 -2.3272
H -6.4857 -1.8864 -0.8231
H -7.1852 -1.2725 0.6132
H -6.7140 2.1180 -0.1650
H -7.3554 1.0048 0.9670
```

Results of the Löwdin charge analysis, in e, for atoms 1 through 99: 1.313, -0.034, -0.033, -0.075, -0.364, -0.118, -0.061, 1.073, -0.374, -0.107, -0.042, -0.023, -0.026, -0.086, -0.265, 0.000, -0.002, 0.033, -0.122, 0.106, -0.135, -0.196, -0.120, -0.209, 0.122, 0.125, 0.115, 0.098, 0.113, 0.087, 0.119, 0.124, 0.124, 0.112, 0.122, 0.129, 0.134, 0.142, 0.152, 0.157, -0.039, -0.553, -0.037, -0.019, -0.121, 0.051, -0.106, 0.059, -0.194, 0.076, -0.201, 0.072, -0.077, -0.080, -0.226, 0.093, -0.540, -0.048, -0.019, -0.025, 0.097, 0.101, 0.080, 0.097, 0.080, 0.099, 0.101, 0.091, 0.087, 0.122, 0.093, 0.129, 0.109, 0.158, 0.147, 0.094, 0.095, 0.099, 0.101, 0.101, 0.082, 0.095, 0.081, 0.101, 0.036, -0.302, -0.139, -0.170, -0.135, 0.093, -0.424, 0.213, 0.229, -0.655, 0.111, -0.160, 0.087, 0.052, 0.133



2.
C46H55MnN3P2S4 as an isolated structure in a non-equilibrium geometry, computed with the ωB97M-V functional and the def2-TZVPD basis.

multiplicity: 2
orbital gap (alpha / beta): 5.5 / 5.5 eV
total charge: +2
energy relative to the best compared isomer or geometry (same formula, charge and spin): 11.8 kcal per mole

XYZ file:
```
111
C46H55MnN3P2S4, DFT the ωB97M-V functional and the def2-TZVPD basis
Mn 0.4049 0.2428 -0.7190
C -7.3680 -0.0060 0.0543
S -7.1606 1.3754 -1.0961
C -5.3998 1.7367 -0.8392
C -4.4920 0.7447 -1.5582
C -3.0326 1.1909 -1.5768
N -2.3980 1.0573 -0.2363
P -0.9591 2.0482 -0.0261
C -1.4109 3.6886 -0.6542
C -0.5418 4.3617 -1.5065
C -0.8728 5.6267 -1.9720
C -2.0755 6.2064 -1.6017
C -2.9424 5.5329 -0.7473
C -2.6116 4.2809 -0.2622
C -0.9485 2.3589 1.7735
C -2.1256 2.3696 2.5158
C -2.0884 2.6370 3.8744
C -0.8806 2.9057 4.5026
C 0.2903 2.9434 3.7611
C 0.2533 2.6787 2.4013
P -1.6369 -0.5106 0.1242
C -2.0829 -0.7536 1.8589
C -1.0838 -1.0565 2.7770
C -1.3983 -1.2651 4.1111
C -2.7194 -1.1839 4.5245
C -3.7229 -0.8853 3.6104
C -3.4081 -0.6652 2.2813
C -2.5658 -1.7905 -0.7669
C -3.4000 -2.7040 -0.1242
C -4.0491 -3.6845 -0.8592
C -3.8745 -3.7649 -2.2322
C -3.0236 -2.8766 -2.8761
C -2.3572 -1.9116 -2.1440
H -8.4061 -0.3189 -0.0241
H -7.1667 0.3239 1.0728
H -6.7200 -0.8378 -0.2190
H -5.2093 1.7611 0.2363
H -5.2587 2.7413 -1.2421
H -4.8306 0.6496 -2.5917
H -4.5649 -0.2405 -1.0946
H -2.9983 2.2411 -1.8594
H -2.4858 0.6388 -2.3503
H 0.3850 3.8881 -1.8096
H -0.1940 6.1580 -2.6258
H -2.3455 7.1838 -1.9783
H -3.8781 5.9904 -0.4538
H -3.2837 3.7651 0.4114
H -3.0653 2.1518 2.0285
H -3.0067 2.6360 4.4471
H -0.8525 3.1000 5.5667
H 1.2280 3.1927 4.2413
H 1.1615 2.7548 1.8142
H -0.0566 -1.1125 2.4364
H -0.6198 -1.4912 4.8279
H -2.9706 -1.3500 5.5638
H -4.7522 -0.8228 3.9389
H -4.1823 -0.4098 1.5656
H -3.5469 -2.6552 0.9448
H -4.6949 -4.3908 -0.3546
H -4.3914 -4.5275 -2.7993
H -2.8784 -2.9433 -3.9464
H -1.6656 -1.2469 -2.6436
C 3.6537 3.2450 -1.8647
C 2.8697 2.1782 -1.1664
S 1.7297 1.2887 -2.1377
C 3.0656 1.8641 0.1344
C 3.8674 2.6731 1.1183
S 2.0144 0.5628 0.6853
H 3.1319 3.5705 -2.7617
H 4.6200 2.8375 -2.1716
H 3.8384 4.1038 -1.2192
H 3.4960 3.7000 1.1403
H 4.9200 2.7180 0.8375
H 3.7890 2.2658 2.1254
C 0.9188 -1.2075 -4.5297
N 1.9194 -2.0318 -3.8964
C 3.0589 -2.5364 -4.6681
C 3.7744 -3.4498 -3.6635
N 3.1499 -3.0467 -2.4050
C 2.0568 -2.3125 -2.6040
S 0.9705 -1.9588 -1.3360
H 1.3587 -0.2773 -4.8909
H 0.1394 -0.9711 -3.8114
H 0.4786 -1.7434 -5.3712
H 3.6848 -1.7018 -4.9936
H 2.7160 -3.0759 -5.5491
H 4.8501 -3.2919 -3.6340
H 3.5833 -4.5048 -3.8670
H 3.3850 -3.4575 -1.5147
C 5.2340 -0.2352 1.1035
C 4.1568 -1.1025 1.7503
C 4.3252 -1.0432 3.2877
C 2.7579 -0.6963 1.4241
C 4.2306 -2.5731 1.2814
C 5.1362 -2.9796 0.3066
C 5.2405 -4.3197 -0.0498
C 4.4287 -5.2726 0.5462
C 3.4960 -4.8713 1.4928
C 3.3991 -3.5379 1.8522
H 5.2974 0.7212 1.6133
H 5.0403 -0.0614 0.0437
H 6.2049 -0.7151 1.2084
H 4.2750 -0.0088 3.6314
H 5.2999 -1.4520 3.5520
H 3.5583 -1.6127 3.8099
H 1.9860 -1.3705 1.7857
H 5.7953 -2.2690 -0.1719
H 5.9784 -4.6200 -0.7837
H 4.5278 -6.3176 0.2854
H 2.8533 -5.6018 1.9658
H 2.6701 -3.2588 2.6043
```

Results of the Löwdin charge analysis, in e, for atoms 1 through 99: -0.343, -0.405, 0.823, -0.518, -0.245, -0.258, -0.358, 0.977, -0.339, -0.081, -0.058, -0.049, -0.048, -0.084, -0.337, -0.096, -0.049, -0.055, -0.061, -0.112, 0.974, -0.362, -0.082, -0.056, -0.051, -0.050, -0.110, -0.349, -0.068, -0.049, -0.047, -0.051, -0.142, 0.035, 0.032, 0.022, 0.065, 0.069, 0.119, 0.084, 0.102, 0.093, 0.072, 0.113, 0.117, 0.118, 0.100, 0.092, 0.117, 0.115, 0.111, 0.063, 0.074, 0.112, 0.117, 0.118, 0.108, 0.097, 0.117, 0.117, 0.114, 0.057, -0.076, -0.689, 0.703, -0.537, -0.088, 0.993, 0.076, 0.104, 0.091, 0.096, 0.094, 0.077, -0.037, -0.128, -0.078, -0.096, 0.055, -0.692, 0.740, 0.092, 0.044, 0.107, 0.135, 0.135, 0.125, 0.130, 0.106, -0.035, -0.498, 0.003, -0.236, -0.175, -0.044, -0.082, -0.063, -0.049, -0.035